Entry 1:
# C30H75Cl9O27S9

A 12-piece molecular cluster, C30H75Cl9O27S9 overall in a non-equilibrium geometry (the ωB97M-V functional and the def2-TZVPD basis, the Open Molecules 2025 dataset).

Cartesian coordinates (Å):
C (9.755, -22.873, -17.295)
C (8.582, -23.698, -17.752)
O (8.094, -24.415, -16.585)
S (8.378, -26.007, -16.372)
C (6.853, -26.590, -15.725)
O (8.672, -26.609, -17.644)
O (9.400, -26.112, -15.376)
H (9.979, -22.153, -18.101)
H (10.608, -23.517, -17.141)
H (9.384, -22.475, -16.360)
H (7.697, -23.173, -18.176)
H (8.806, -24.499, -18.486)
H (6.027, -26.647, -16.432)
H (6.550, -25.928, -14.913)
H (7.119, -27.567, -15.348)
C (-0.358, -17.650, -15.293)
C (0.714, -18.728, -15.362)
O (0.091, -19.890, -16.033)
S (0.843, -21.250, -16.017)
C (1.962, -21.052, -17.304)
O (1.613, -21.347, -14.807)
O (-0.200, -22.190, -16.240)
H (-1.123, -18.139, -14.604)
H (-0.596, -17.288, -16.302)
H (0.032, -16.733, -14.801)
H (1.562, -18.460, -15.925)
H (1.003, -19.152, -14.406)
H (1.333, -20.888, -18.190)
H (2.408, -21.980, -17.459)
H (2.701, -20.283, -17.049)
C (-0.385, -24.639, -13.467)
C (0.960, -25.181, -12.916)
O (1.920, -24.173, -12.718)
S (3.459, -24.357, -12.866)
C (3.664, -24.186, -14.546)
O (4.133, -23.271, -12.176)
O (3.810, -25.711, -12.466)
H (-0.742, -25.395, -14.148)
H (-0.252, -23.663, -14.002)
H (-1.163, -24.497, -12.701)
H (0.809, -25.718, -11.960)
H (1.502, -25.866, -13.559)
H (3.247, -25.047, -15.019)
H (4.820, -24.250, -14.630)
H (3.393, -23.194, -14.913)
C (4.090, -20.804, -21.248)
C (3.455, -21.466, -20.114)
O (3.709, -22.929, -20.034)
S (5.030, -23.330, -19.317)
C (5.890, -24.317, -20.559)
O (5.884, -22.195, -19.033)
O (4.713, -24.143, -18.196)
H (3.883, -21.457, -22.103)
H (5.170, -20.672, -21.094)
H (3.518, -19.903, -21.434)
H (3.711, -21.031, -19.142)
H (2.335, -21.510, -20.276)
H (6.855, -24.501, -20.079)
H (6.060, -23.744, -21.443)
H (5.435, -25.254, -20.758)
C (7.669, -23.581, -13.438)
C (8.600, -22.478, -13.067)
O (9.646, -22.386, -14.031)
S (11.126, -22.519, -13.389)
C (11.263, -24.268, -13.081)
O (12.002, -22.245, -14.459)
O (11.238, -21.877, -12.156)
H (7.419, -23.582, -14.559)
H (6.737, -23.553, -12.867)
H (8.164, -24.530, -13.146)
H (8.230, -21.490, -12.847)
H (9.031, -22.693, -12.096)
H (11.102, -24.795, -14.025)
H (10.627, -24.504, -12.208)
H (12.258, -24.516, -12.803)
C (4.096, -17.375, -19.900)
C (2.881, -17.696, -19.005)
O (2.000, -18.798, -19.673)
S (0.768, -18.303, -20.593)
C (-0.310, -17.678, -19.259)
O (1.281, -17.254, -21.449)
O (0.136, -19.486, -21.038)
H (4.221, -16.375, -19.610)
H (3.827, -17.523, -20.987)
H (4.896, -18.079, -19.646)
H (3.148, -18.160, -18.066)
H (2.300, -16.792, -18.946)
H (-1.317, -17.464, -19.622)
H (0.132, -16.785, -18.832)
H (-0.348, -18.373, -18.431)
C (7.022, -16.413, -14.965)
C (5.685, -16.460, -15.843)
O (4.835, -15.425, -15.379)
S (3.370, -15.220, -16.048)
C (2.672, -14.117, -14.832)
O (3.428, -14.567, -17.302)
O (2.709, -16.480, -15.919)
H (7.470, -17.441, -15.075)
H (6.755, -16.405, -13.928)
H (7.673, -15.583, -15.115)
H (5.884, -16.431, -16.896)
H (5.175, -17.427, -15.554)
H (1.638, -13.952, -15.221)
H (3.247, -13.196, -14.881)
H (2.744, -14.596, -13.876)
C (4.951, -18.998, -12.848)
C (5.064, -20.073, -13.873)
O (6.189, -19.929, -14.773)
S (5.831, -20.512, -16.184)
C (7.423, -20.460, -16.903)
O (5.302, -21.819, -16.031)
O (5.017, -19.639, -16.929)
H (4.776, -17.999, -13.257)
H (5.948, -18.906, -12.325)
H (4.147, -19.215, -12.155)
H (5.162, -21.082, -13.408)
H (4.171, -20.214, -14.495)
H (7.854, -19.429, -16.828)
H (7.314, -20.856, -17.925)
H (8.009, -21.082, -16.239)
C (1.421, -22.213, -9.962)
C (2.364, -21.383, -10.729)
O (2.299, -19.986, -10.319)
S (1.117, -19.106, -10.839)
C (0.151, -18.836, -9.395)
O (1.562, -17.848, -11.343)
O (0.386, -19.894, -11.769)
H (0.380, -21.860, -10.168)
H (1.713, -22.098, -8.900)
H (1.579, -23.238, -10.347)
H (3.385, -21.672, -10.464)
H (2.196, -21.569, -11.815)
H (-0.049, -19.865, -9.101)
H (-0.813, -18.363, -9.557)
H (0.727, -18.271, -8.708)
Cl (10.012, -18.132, -17.707)
C (11.541, -18.706, -17.055)
Cl (12.518, -19.415, -18.408)
Cl (11.371, -19.948, -15.773)
H (11.962, -17.858, -16.587)
Cl (2.961, -14.424, -10.135)
C (3.841, -15.935, -10.477)
Cl (4.617, -16.755, -9.100)
Cl (4.905, -15.740, -11.792)
H (3.108, -16.646, -10.771)
Cl (5.500, -21.120, -9.478)
C (7.171, -21.243, -8.915)
Cl (7.418, -22.602, -7.811)
Cl (7.683, -19.689, -8.288)
H (7.813, -21.318, -9.785)

Forces on atoms 1 to 6 (eV/Å):
C -0.86 -0.19 -1.12
C -0.65 -1.63 -1.06
O -0.67 -1.43 0.57
S 1.00 1.48 -1.28
C -0.26 0.45 0.28
O -0.56 0.09 0.12

Its net charge is 0. As for the molecular weight: 1475.58 g mol⁻¹. The orbital gap is 11.0490 eV. The HOMO energy comes out at -0.39836 Ha.



Entry 2:
# C30H75FO12

A 10-piece molecular cluster, C30H75FO12 overall in a non-equilibrium geometry (the ωB97M-V functional and the def2-TZVPD basis, the Open Molecules 2025 dataset).

Cartesian coordinates (Å):
O (3.518, 2.658, 0.149)
C (2.925, 2.435, -0.860)
O (1.742, 3.072, -1.148)
C (1.242, 2.563, -2.354)
C (2.431, 1.691, -2.852)
F (3.151, 2.450, -3.723)
O (3.252, 1.462, -1.760)
H (0.419, 1.888, -2.108)
H (1.023, 3.280, -3.103)
H (2.163, 0.758, -3.352)
C (0.572, -5.061, 0.567)
C (1.768, -4.191, 0.242)
C (2.996, -5.003, -0.133)
O (1.450, -3.418, -0.925)
H (-0.338, -4.538, 0.614)
H (0.674, -5.489, 1.537)
H (0.496, -5.897, -0.136)
H (1.999, -3.558, 1.091)
H (2.782, -5.674, -0.976)
H (3.339, -5.649, 0.700)
H (3.812, -4.349, -0.445)
H (0.884, -2.741, -0.513)
C (6.241, -0.587, 1.712)
C (5.730, 0.535, 2.645)
C (6.643, 1.754, 2.744)
O (4.417, 0.994, 2.167)
H (6.212, -0.105, 0.791)
H (5.534, -1.425, 1.624)
H (7.234, -0.948, 1.837)
H (5.699, 0.111, 3.629)
H (6.820, 2.127, 1.696)
H (7.652, 1.584, 3.231)
H (6.100, 2.476, 3.346)
H (4.657, 1.678, 1.508)
C (1.372, 2.385, 3.472)
C (0.256, 3.384, 3.074)
C (-0.712, 3.596, 4.192)
O (0.868, 4.655, 2.741)
H (1.849, 2.743, 4.444)
H (2.203, 2.401, 2.727)
H (0.934, 1.358, 3.640)
H (-0.265, 3.012, 2.152)
H (-1.090, 2.655, 4.622)
H (-1.630, 4.160, 3.833)
H (-0.283, 4.172, 4.998)
H (1.797, 4.532, 2.453)
C (0.628, -3.367, -4.138)
C (1.518, -2.162, -4.237)
C (2.848, -2.355, -3.549)
O (1.714, -1.741, -5.593)
H (0.833, -4.167, -4.818)
H (-0.368, -3.104, -4.490)
H (0.591, -3.836, -3.174)
H (1.025, -1.309, -3.816)
H (2.818, -2.897, -2.574)
H (3.447, -1.464, -3.444)
H (3.462, -3.137, -4.084)
H (2.366, -2.395, -5.932)
C (-7.555, -2.945, 2.776)
C (-6.260, -2.530, 2.133)
C (-5.971, -1.036, 2.399)
O (-5.208, -3.278, 2.704)
H (-7.488, -2.763, 3.848)
H (-7.817, -3.943, 2.622)
H (-8.416, -2.316, 2.461)
H (-6.329, -2.664, 1.062)
H (-6.196, -0.679, 3.413)
H (-6.630, -0.408, 1.808)
H (-4.911, -0.841, 2.227)
H (-5.304, -4.187, 2.302)
C (-0.771, -2.272, 4.151)
C (-2.197, -1.828, 3.791)
C (-2.269, -0.275, 3.943)
O (-2.617, -2.143, 2.468)
H (-0.031, -1.760, 3.588)
H (-0.648, -3.365, 3.991)
H (-0.623, -2.012, 5.177)
H (-2.798, -2.400, 4.486)
H (-3.365, -0.009, 3.888)
H (-1.825, 0.093, 2.985)
H (-1.797, 0.097, 4.830)
H (-3.469, -2.642, 2.581)
C (0.457, 0.497, 0.309)
C (-0.798, -0.350, 0.304)
C (-1.449, -0.342, -1.111)
O (-0.565, -1.684, 0.702)
H (0.260, 1.613, 0.220)
H (1.183, 0.195, -0.371)
H (0.912, 0.379, 1.348)
H (-1.502, 0.200, 0.990)
H (-0.796, -0.811, -1.837)
H (-1.750, 0.644, -1.521)
H (-2.347, -0.981, -1.126)
H (-1.287, -2.036, 1.278)
C (-0.103, 1.435, -7.057)
C (-0.547, 1.221, -5.627)
C (-1.755, 0.284, -5.434)
O (0.493, 0.670, -4.835)
H (0.900, 1.826, -7.080)
H (-0.834, 2.169, -7.458)
H (-0.157, 0.534, -7.735)
H (-0.726, 2.156, -5.205)
H (-2.132, 0.360, -4.400)
H (-1.553, -0.716, -5.580)
H (-2.538, 0.655, -6.148)
H (0.845, -0.074, -5.319)
C (-2.815, 4.131, -1.240)
C (-1.819, 4.980, -0.490)
C (-2.213, 5.118, 0.973)
O (-0.539, 4.316, -0.611)
H (-2.537, 3.986, -2.300)
H (-3.872, 4.496, -1.259)
H (-2.841, 3.096, -0.863)
H (-1.746, 5.978, -1.001)
H (-2.785, 6.012, 1.164)
H (-1.341, 5.134, 1.566)
H (-2.764, 4.210, 1.329)
H (0.133, 4.804, -0.154)

Forces on atoms 1 to 6 (eV/Å):
O 0.27 0.12 -0.33
C -0.72 0.17 1.24
O 1.84 -0.01 0.15
C 0.68 -2.84 0.12
C -0.99 -0.13 -0.97
F 0.47 0.34 -0.73

Its net charge is 0. As for the molecular weight: 646.92 g mol⁻¹. The orbital gap is 10.1388 eV. The HOMO energy comes out at -0.35925 Ha.



Entry 3:
# C30H75Li2N3O10

C30H75Li2N3O10 as an isolated structure in a non-equilibrium geometry (the ωB97M-V functional and the def2-TZVPD basis, the Open Molecules 2025 dataset).

Cartesian coordinates (Å):
Li (2.628, 1.343, 1.202)
Li (0.079, 0.952, 0.140)
C (1.013, -1.607, 2.228)
C (0.794, -0.341, 2.961)
C (1.778, -0.091, 4.122)
O (0.806, 0.731, 2.081)
H (0.269, -1.823, 1.462)
H (0.828, -2.392, 2.962)
H (2.000, -1.702, 1.776)
H (-0.194, -0.496, 3.395)
H (1.563, 0.833, 4.660)
H (2.777, 0.140, 3.751)
H (1.908, -0.898, 4.843)
C (2.135, 0.931, -3.054)
C (2.032, 2.163, -2.081)
C (1.253, 3.317, -2.709)
O (1.738, 1.736, -0.769)
H (1.280, 0.264, -2.941)
H (3.045, 0.346, -2.923)
H (1.890, 1.273, -4.059)
H (3.025, 2.585, -1.925)
H (0.216, 3.025, -2.875)
H (1.592, 3.667, -3.684)
H (1.111, 4.227, -2.126)
C (6.389, -2.534, 0.002)
O (5.062, -2.234, 0.278)
C (4.547, -1.166, -0.486)
C (5.067, 0.191, 0.013)
N (4.504, 0.419, 1.342)
C (5.243, 1.518, 2.112)
C (4.893, 2.954, 1.645)
O (3.480, 3.116, 1.837)
C (2.998, 4.253, 1.219)
H (6.543, -3.545, 0.379)
H (7.073, -1.803, 0.433)
H (6.562, -2.534, -1.074)
H (3.470, -1.120, -0.327)
H (4.692, -1.216, -1.565)
H (4.835, 0.939, -0.745)
H (6.147, 0.183, 0.164)
H (4.590, -0.485, 1.783)
H (6.327, 1.407, 2.092)
H (4.970, 1.480, 3.166)
H (5.173, 3.097, 0.601)
H (5.420, 3.648, 2.300)
H (1.959, 4.385, 1.522)
H (2.998, 4.267, 0.129)
H (3.595, 5.093, 1.573)
C (-6.215, -5.756, -1.011)
O (-5.124, -5.020, -0.520)
C (-5.397, -4.189, 0.622)
C (-4.228, -3.332, 1.025)
N (-3.184, -4.271, 1.470)
C (-1.843, -3.646, 1.770)
C (-0.701, -4.682, 1.634)
O (-0.445, -5.125, 0.309)
C (0.791, -5.850, 0.160)
H (-5.783, -6.144, -1.933)
H (-7.122, -5.221, -1.293)
H (-6.455, -6.643, -0.425)
H (-5.672, -4.842, 1.450)
H (-6.319, -3.623, 0.489)
H (-4.521, -2.642, 1.817)
H (-3.952, -2.798, 0.116)
H (-3.066, -4.828, 0.636)
H (-1.893, -3.262, 2.789)
H (-1.653, -2.865, 1.033)
H (-0.911, -5.580, 2.215)
H (0.186, -4.199, 2.045)
H (1.672, -5.211, 0.110)
H (0.737, -6.392, -0.784)
H (0.967, -6.559, 0.969)
C (-0.242, -1.734, -1.657)
O (-0.803, -0.803, -0.729)
C (-2.221, -0.466, -0.993)
C (-2.652, 0.484, 0.085)
N (-1.936, 1.772, 0.106)
C (-2.113, 2.524, -1.170)
C (-1.818, 4.056, -0.916)
O (-2.870, 4.519, -0.056)
C (-2.727, 5.829, 0.467)
H (-0.522, -2.771, -1.469)
H (0.838, -1.684, -1.519)
H (-0.599, -1.448, -2.646)
H (-2.803, -1.387, -0.973)
H (-2.222, -0.084, -2.014)
H (-2.559, 0.074, 1.091)
H (-3.713, 0.705, -0.024)
H (-2.267, 2.326, 0.883)
H (-3.138, 2.437, -1.529)
H (-1.578, 2.138, -2.037)
H (-1.811, 4.568, -1.878)
H (-0.858, 4.092, -0.400)
H (-2.606, 6.571, -0.322)
H (-1.866, 5.829, 1.135)
H (-3.439, 6.150, 1.228)
C (-2.908, 4.226, 3.842)
C (-1.595, 3.447, 3.454)
C (-0.470, 3.789, 4.496)
O (-1.913, 2.116, 3.345)
H (-3.565, 4.264, 2.974)
H (-2.612, 5.248, 4.082)
H (-3.418, 3.832, 4.721)
H (-1.264, 3.767, 2.466)
H (-0.557, 4.813, 4.859)
H (0.513, 3.580, 4.074)
H (-0.595, 3.116, 5.344)
H (-1.139, 1.565, 3.210)
C (-1.555, 0.106, -5.365)
C (-1.660, -1.336, -6.006)
C (-0.358, -1.841, -6.698)
O (-2.108, -2.245, -5.119)
H (-2.414, 0.251, -4.710)
H (-1.621, 0.775, -6.223)
H (-0.694, 0.234, -4.709)
H (-2.355, -1.392, -6.843)
H (0.404, -1.923, -5.923)
H (0.006, -1.157, -7.465)
H (-0.585, -2.824, -7.110)
H (-2.982, -1.924, -4.883)

Forces on atoms 1 to 6 (eV/Å):
Li -1.22 -0.03 -0.32
Li 0.75 0.13 0.39
C 0.11 -1.64 0.17
C 0.23 1.37 -0.30
C 0.41 0.19 -0.09
O 0.17 0.76 -0.62

Its net charge is 0. As for the molecular weight: 651.82 g mol⁻¹. The orbital gap is 7.8171 eV. The HOMO energy comes out at -0.27671 Ha.